1.
A molecular structure, C28H56BFN6O3Si2, computed with ωB97M-V with the def2-TZVPD basis set.

energy relative to the best compared isomer or geometry (same formula, charge and spin) = 3.2 kcal/mol
calculated total energy = -2358.584968 a.u.
max |F| = 0.749 eV Å⁻¹

Each line ends with the Löwdin charge.
Geometry (Å):
C  5.454  -1.625  2.917  -0.057
B  5.276  -1.091  1.471  -0.544
O  6.406  -0.542  0.866  0.044
Si  3.531  -1.198  0.424  0.609
C  3.423  -0.105  -1.104  -0.226
C  4.769  0.119  -1.800  -0.478
C  5.404  1.433  -1.329  -0.055
O  4.560  0.171  -3.219  -0.047
O  2.208  -0.851  1.408  -0.376
Si  2.143  0.483  2.327  0.394
F  0.842  1.344  1.993  -0.179
H  6.412  -2.146  3.014  0.066
H  4.641  -2.231  3.322  0.059
H  5.559  -0.734  3.554  0.066
H  6.319  0.399  0.681  0.064
H  3.324  -2.604  -0.007  0.009
H  2.735  -0.595  -1.800  0.086
H  2.968  0.866  -0.875  0.086
H  5.455  -0.708  -1.582  0.126
H  5.069  1.703  -0.321  0.074
H  5.071  2.226  -2.004  0.091
H  6.496  1.385  -1.340  0.057
H  5.260  -0.326  -3.656  0.090
H  2.065  0.098  3.742  -0.010
H  3.302  1.363  2.035  0.002
C  -1.939  0.659  0.689  -0.106
C  -2.709  1.441  -0.366  -0.280
C  -3.835  2.297  0.230  -0.187
C  -4.834  1.473  0.907  -0.225
N  -5.629  0.794  1.384  0.153
H  -2.587  -0.052  1.206  0.073
H  -1.132  0.094  0.223  0.070
H  -1.497  1.323  1.431  0.059
H  -3.133  0.758  -1.101  0.086
H  -2.029  2.097  -0.909  0.095
H  -4.348  2.856  -0.554  0.117
H  -3.438  3.018  0.948  0.120
C  -2.133  -2.884  -4.331  -0.110
C  -3.336  -2.018  -4.680  -0.257
C  -2.941  -0.613  -5.153  -0.189
C  -2.204  0.118  -4.123  -0.218
N  -1.649  0.673  -3.283  0.166
H  -1.564  -2.455  -3.505  0.070
H  -2.453  -3.881  -4.032  0.073
H  -1.462  -2.989  -5.186  0.076
H  -3.996  -1.931  -3.815  0.113
H  -3.917  -2.489  -5.474  0.108
H  -3.825  -0.029  -5.410  0.118
H  -2.310  -0.671  -6.043  0.120
C  11.102  -1.334  2.376  -0.109
C  10.099  -0.601  1.494  -0.258
C  9.451  0.594  2.200  -0.192
C  8.705  0.185  3.391  -0.226
N  8.081  -0.177  4.285  0.161
H  10.620  -1.752  3.261  0.071
H  11.564  -2.157  1.830  0.071
H  11.898  -0.665  2.709  0.075
H  9.313  -1.285  1.169  0.106
H  10.590  -0.233  0.593  0.103
H  8.755  1.096  1.526  0.096
H  10.207  1.321  2.503  0.120
C  -11.091  -0.532  0.287  -0.109
C  -9.820  -0.982  0.995  -0.271
C  -8.544  -0.642  0.216  -0.207
C  -8.513  -1.285  -1.097  -0.241
N  -8.491  -1.793  -2.128  0.133
H  -11.209  -1.044  -0.669  0.074
H  -11.969  -0.762  0.892  0.056
H  -11.080  0.544  0.100  0.075
H  -9.865  -2.057  1.168  0.079
H  -9.750  -0.498  1.972  0.105
H  -7.657  -0.956  0.767  0.094
H  -8.460  0.435  0.064  0.113
C  9.675  4.475  -4.267  -0.108
C  8.266  4.478  -3.689  -0.257
C  8.245  4.256  -2.172  -0.188
C  8.824  2.967  -1.800  -0.240
N  9.263  1.941  -1.520  0.158
H  10.163  3.511  -4.112  0.072
H  9.652  4.666  -5.339  0.073
H  10.293  5.245  -3.802  0.077
H  7.665  3.704  -4.169  0.112
H  7.781  5.432  -3.897  0.109
H  7.222  4.282  -1.792  0.113
H  8.809  5.040  -1.662  0.122
C  -13.525  -1.495  4.182  -0.109
C  -12.924  -2.680  4.927  -0.260
C  -11.547  -3.081  4.384  -0.187
C  -11.609  -3.474  2.978  -0.236
N  -11.654  -3.780  1.871  0.165
H  -13.688  -1.734  3.129  0.068
H  -14.486  -1.216  4.612  0.072
H  -12.868  -0.624  4.234  0.076
H  -13.596  -3.538  4.865  0.112
H  -12.814  -2.438  5.985  0.107
H  -11.133  -3.918  4.949  0.118
H  -10.848  -2.247  4.469  0.119



2.
A molecular structure, C28H56Br12FN3NbO7P2, computed with ωB97M-V with the def2-TZVPD basis set.

calculated total energy = -33519.230884 a.u.
max |F| = 2.905 eV Å⁻¹
net charge = -1

Each line ends with the Löwdin charge.
Geometry (Å):
C  4.687  3.740  3.794  -0.072
C  3.818  4.680  2.943  -0.287
O  2.647  4.018  2.435  -0.220
P  2.868  3.509  0.905  0.521
O  4.200  2.900  0.851  -0.259
C  1.547  2.314  0.628  -0.317
C  1.774  1.031  1.495  -0.349
Nb  2.613  -0.674  0.210  1.848
F  3.424  0.632  -1.021  -0.436
C  1.845  -2.233  1.626  -0.371
C  1.243  -1.712  2.908  -0.424
N  -0.010  -1.680  3.141  0.052
C  3.419  -2.329  -1.112  -0.302
C  4.811  -2.024  -1.740  -0.443
O  4.635  -1.880  -3.162  -0.084
C  5.904  -3.085  -1.449  -0.244
N  7.040  -2.582  -0.663  -0.001
C  0.596  -0.615  -0.876  -0.341
C  0.599  -0.099  -2.167  -0.114
C  -0.590  0.010  -2.881  -0.165
C  -1.733  -0.427  -2.199  -0.268
C  -1.593  -0.948  -0.931  -0.176
N  -0.476  -1.081  -0.202  0.051
P  4.848  -0.666  1.586  0.405
O  5.927  0.098  0.926  -0.373
O  4.634  -0.104  3.136  -0.267
O  5.400  -2.220  1.827  -0.265
O  2.868  4.750  -0.152  -0.191
C  1.725  4.844  -1.007  -0.292
C  0.492  5.431  -0.313  -0.092
H  5.593  3.542  3.215  0.073
H  4.188  2.782  3.944  0.069
H  4.983  4.199  4.741  0.062
H  3.489  5.514  3.572  0.106
H  4.383  5.112  2.115  0.101
H  0.576  2.729  0.929  0.078
H  1.435  2.067  -0.430  0.049
H  0.768  0.716  1.796  0.027
H  2.373  1.256  2.382  0.022
H  1.126  -2.898  1.136  -0.016
H  2.702  -2.868  1.898  0.000
H  1.898  -1.324  3.689  0.043
H  -0.493  -2.053  2.320  0.012
H  2.669  -2.608  -1.859  0.027
H  3.539  -3.202  -0.451  0.007
H  5.200  -1.063  -1.394  0.090
H  4.765  -2.733  -3.582  0.028
H  5.511  -4.002  -0.996  0.081
H  6.301  -3.387  -2.433  0.096
H  7.062  -1.568  -0.633  0.047
H  7.911  -2.866  -1.093  0.050
H  1.535  0.219  -2.615  0.092
H  -0.661  0.428  -3.879  0.070
H  -2.726  -0.358  -2.652  0.002
H  -2.508  -1.304  -0.445  0.100
H  5.486  0.201  3.476  0.054
H  4.991  -2.518  2.649  -0.063
H  1.992  5.573  -1.781  0.116
H  1.502  3.919  -1.544  0.106
H  0.135  4.804  0.505  0.063
H  -0.281  5.647  -1.052  -0.005
H  0.808  6.400  0.089  0.081
Br  -2.500  3.950  -2.861  0.616
C  -3.788  4.828  -1.696  -0.708
C  -3.987  6.270  -2.078  -0.691
Br  -2.490  7.369  -1.492  0.640
H  -3.428  4.704  -0.679  0.055
H  -4.713  4.270  -1.822  -0.028
H  -4.859  6.682  -1.575  0.056
H  -4.086  6.416  -3.149  0.048
Br  3.619  -5.499  -3.220  0.669
C  3.362  -6.541  -1.598  -0.676
C  1.899  -6.750  -1.317  -0.695
Br  1.061  -5.159  -0.572  0.682
H  3.882  -6.023  -0.796  0.049
H  3.853  -7.493  -1.792  0.053
H  1.760  -7.518  -0.558  0.052
H  1.339  -7.017  -2.207  0.044
Br  -7.174  3.596  -3.164  0.647
C  -8.197  2.417  -1.998  -0.740
C  -8.482  3.071  -0.674  -0.705
Br  -6.907  3.073  0.469  0.622
H  -7.633  1.495  -1.906  0.040
H  -9.123  2.221  -2.533  0.018
H  -9.234  2.510  -0.122  -0.031
H  -8.803  4.104  -0.771  0.052
Br  3.594  -3.264  4.702  0.756
C  3.941  -1.995  6.130  -0.664
C  3.672  -2.596  7.484  -0.704
Br  1.764  -2.702  7.856  0.600
H  3.336  -1.117  5.923  0.056
H  4.994  -1.737  6.032  0.062
H  4.081  -1.963  8.269  0.054
H  4.069  -3.601  7.586  0.045
Br  -2.890  -4.799  -5.883  0.600
C  -4.043  -3.782  -4.690  -0.699
C  -4.115  -2.333  -5.092  -0.646
Br  -2.497  -1.373  -4.569  0.875
H  -3.659  -3.923  -3.684  0.053
H  -5.022  -4.250  -4.773  0.052
H  -4.925  -1.831  -4.566  0.059
H  -4.242  -2.197  -6.162  0.046
Br  -10.290  -0.322  -1.625  0.675
C  -10.766  -1.244  0.023  -0.679
C  -11.617  -0.377  0.910  -0.688
Br  -10.553  0.979  1.812  0.662
H  -9.838  -1.551  0.493  0.055
H  -11.319  -2.126  -0.294  0.058
H  -12.061  -0.969  1.709  0.058
H  -12.402  0.143  0.370  0.050



3.
8 unconnected molecules or ions with the total composition C28H56O14S2, computed with ωB97M-V with the def2-TZVPD basis set.

energy relative to the best compared isomer or geometry (same formula, charge and spin) = 432.6 kcal/mol
calculated total energy = -2949.349981 a.u.
max |F| = 7.034 eV Å⁻¹
SMILES string = O=S1(=O)OCCO1.O=S1(=O)OCCO1.C1CCOC1.C1CCOC1.C1CCOC1.C1CCOC1.C1CCOC1.C1CCOC1

Each line ends with the Löwdin charge.
Geometry (Å):
C  9.762  -5.395  -24.055  -0.144
C  10.634  -5.312  -22.825  -0.134
C  9.604  -5.629  -21.747  -0.163
O  8.787  -6.607  -22.427  -0.279
C  8.623  -6.410  -23.848  -0.111
H  10.217  -5.589  -25.026  0.040
H  9.153  -4.503  -24.199  0.134
H  11.078  -4.325  -22.690  0.079
H  11.368  -6.117  -22.841  0.127
H  8.967  -4.796  -21.451  0.113
H  10.036  -5.995  -20.815  0.086
H  7.610  -6.115  -24.120  0.169
H  8.882  -7.345  -24.345  -0.003
C  10.561  -1.788  -23.215  -0.144
C  9.795  -2.510  -22.087  -0.103
C  11.014  -2.841  -21.260  -0.250
O  12.130  -2.977  -22.081  -0.101
C  11.898  -2.478  -23.379  -0.181
H  10.734  -0.752  -22.924  0.126
H  9.942  -1.743  -24.111  0.085
H  9.418  -3.515  -22.277  0.067
H  9.035  -1.842  -21.682  0.132
H  10.802  -3.763  -20.719  0.049
H  11.253  -2.101  -20.496  0.139
H  11.670  -3.271  -24.091  0.081
H  12.524  -1.771  -23.924  0.143
C  10.390  -6.121  -17.095  -0.132
C  11.326  -5.180  -17.783  -0.166
C  10.641  -4.886  -19.084  -0.219
O  9.283  -5.245  -18.885  -0.202
C  9.035  -5.512  -17.504  -0.146
H  10.563  -5.926  -16.037  0.117
H  10.520  -7.179  -17.319  0.126
H  12.301  -5.642  -17.936  0.118
H  11.581  -4.285  -17.217  0.122
H  11.152  -5.351  -19.927  0.121
H  10.730  -3.832  -19.348  0.097
H  8.192  -6.181  -17.330  0.057
H  8.702  -4.553  -17.108  0.138
C  9.481  -9.006  -23.411  -0.184
C  10.864  -8.770  -23.988  -0.110
C  11.158  -10.182  -24.416  -0.185
O  9.942  -10.791  -24.870  -0.126
C  8.841  -10.063  -24.251  -0.171
H  8.774  -8.187  -23.277  0.085
H  9.478  -9.263  -22.351  0.128
H  11.611  -8.416  -23.277  0.126
H  10.870  -8.051  -24.807  0.109
H  11.437  -10.839  -23.593  0.125
H  11.898  -10.292  -25.209  0.125
H  8.446  -10.859  -23.619  0.138
H  8.166  -9.625  -24.986  0.075
C  13.463  -5.505  -26.684  -0.141
C  13.415  -5.952  -25.302  -0.142
C  12.045  -5.424  -24.819  -0.176
O  11.887  -4.176  -25.585  -0.351
C  12.649  -4.187  -26.746  -0.154
H  12.894  -6.152  -27.351  0.123
H  14.490  -5.480  -27.047  0.121
H  14.201  -5.485  -24.709  0.124
H  13.478  -7.029  -25.149  0.118
H  12.063  -5.425  -23.729  0.084
H  11.229  -6.101  -25.070  0.080
H  13.286  -3.304  -26.782  0.147
H  11.905  -4.221  -27.542  0.118
C  7.369  -7.587  -27.767  -0.172
C  7.076  -8.193  -26.484  -0.142
C  8.407  -8.120  -25.765  -0.284
O  8.978  -6.932  -26.272  -0.120
C  8.259  -6.454  -27.386  -0.190
H  6.494  -7.319  -28.358  0.134
H  8.054  -8.222  -28.329  0.134
H  6.704  -9.209  -26.621  0.132
H  6.274  -7.713  -25.924  0.134
H  9.129  -8.914  -25.957  0.136
H  8.325  -7.979  -24.687  0.031
H  8.911  -6.143  -28.203  0.125
H  7.663  -5.589  -27.095  0.129
C  8.638  -7.475  -20.005  -0.140
C  7.642  -6.626  -20.800  -0.209
O  6.395  -6.685  -20.114  -0.183
S  6.428  -7.639  -18.740  0.771
O  5.299  -8.570  -18.742  -0.247
O  6.735  -6.844  -17.559  -0.272
O  7.812  -8.388  -19.252  -0.185
H  9.252  -6.852  -19.355  0.078
H  9.325  -8.029  -20.646  0.127
H  7.550  -6.986  -21.825  0.114
H  7.856  -5.567  -20.657  0.120
C  10.749  -2.430  -26.289  -0.170
C  9.977  -3.731  -26.525  -0.196
O  10.025  -3.950  -27.920  -0.226
S  9.827  -2.549  -28.733  0.734
O  8.461  -2.076  -28.849  -0.237
O  10.653  -2.553  -29.958  -0.251
O  10.622  -1.768  -27.527  -0.172
H  11.787  -2.467  -25.958  0.108
H  10.294  -1.874  -25.469  0.094
H  8.953  -3.658  -26.160  0.136
H  10.285  -4.596  -25.938  0.084



4.
A molecular structure, C28H56O28S6, computed with ωB97M-V with the def2-TZVPD basis set.

energy relative to the best compared isomer or geometry (same formula, charge and spin) = 18.0 kcal/mol
calculated total energy = -5596.049141 a.u.
max |F| = 4.710 eV Å⁻¹

Each line ends with the Löwdin charge.
Geometry (Å):
C  -25.420  2.457  -6.599  -0.160
C  -25.840  3.063  -7.961  -0.060
O  -26.860  2.102  -8.464  -0.196
S  -27.138  0.899  -7.521  0.611
O  -27.158  -0.335  -8.229  -0.220
O  -28.139  1.173  -6.526  -0.240
O  -25.665  1.011  -6.737  -0.215
H  -26.035  2.832  -5.807  0.089
H  -24.422  2.615  -6.391  0.082
H  -24.992  3.081  -8.638  0.132
H  -26.262  4.051  -7.855  0.120
C  -20.184  1.509  -5.310  -0.145
C  -21.567  1.425  -6.006  -0.110
O  -21.842  2.773  -6.496  -0.186
S  -20.735  3.731  -5.953  0.573
O  -21.320  4.912  -5.430  -0.230
O  -19.687  3.904  -6.934  -0.224
O  -20.228  2.834  -4.749  -0.204
H  -19.286  1.457  -5.945  0.139
H  -19.960  0.789  -4.515  0.116
H  -22.371  1.202  -5.269  0.117
H  -21.618  0.719  -6.825  0.133
C  -25.312  10.005  0.962  -0.154
C  -24.570  9.735  -0.393  -0.107
O  -25.249  8.531  -0.891  -0.209
S  -25.346  7.534  0.399  0.666
O  -24.117  6.876  0.764  -0.232
O  -26.567  6.769  0.262  -0.229
O  -25.530  8.720  1.477  -0.175
H  -26.199  10.452  0.723  0.096
H  -24.831  10.697  1.612  0.131
H  -23.548  9.516  -0.177  0.114
H  -24.733  10.495  -1.181  0.148
C  -22.164  -2.019  -2.292  -0.077
C  -21.451  -3.417  -2.419  -0.093
O  -21.126  -3.439  -3.822  -0.192
S  -20.848  -2.019  -4.452  0.537
O  -21.646  -1.911  -5.638  -0.232
O  -19.472  -1.772  -4.632  -0.218
O  -21.413  -1.208  -3.250  -0.206
H  -21.975  -1.593  -1.345  0.087
H  -23.164  -2.008  -2.605  0.083
H  -22.102  -4.308  -2.371  0.141
H  -20.635  -3.519  -1.676  0.137
C  -26.921  -1.465  -3.969  -0.135
C  -25.560  -1.572  -4.582  -0.163
O  -25.039  -2.847  -4.135  -0.186
S  -25.907  -3.312  -2.819  0.553
O  -25.093  -3.515  -1.703  -0.203
O  -26.800  -4.278  -3.249  -0.189
O  -26.757  -1.997  -2.618  -0.187
H  -27.594  -2.152  -4.451  0.128
H  -27.310  -0.447  -3.744  0.151
H  -24.917  -0.759  -4.348  0.095
H  -25.599  -1.688  -5.677  0.147
C  -26.203  4.280  1.814  -0.089
C  -26.717  3.707  0.460  -0.140
O  -27.396  2.457  0.738  -0.202
S  -27.220  1.942  2.256  0.622
O  -26.593  0.652  2.323  -0.228
O  -28.464  2.173  2.952  -0.234
O  -26.164  3.047  2.630  -0.211
H  -26.983  4.871  2.162  0.100
H  -25.226  4.768  1.770  0.121
H  -25.908  3.554  -0.234  0.087
H  -27.426  4.423  0.069  0.115
C  -23.974  6.537  -4.134  -0.116
C  -25.374  6.269  -3.494  -0.128
C  -26.193  5.783  -4.767  -0.226
O  -25.311  5.371  -5.744  -0.149
C  -24.228  6.298  -5.687  -0.152
H  -23.279  5.806  -3.774  0.066
H  -23.605  7.557  -3.844  0.119
H  -25.775  7.078  -2.997  0.042
H  -25.474  5.359  -2.712  0.138
H  -26.810  6.679  -5.016  0.127
H  -26.835  4.953  -4.594  0.099
H  -24.432  7.196  -6.290  0.124
H  -23.317  5.793  -6.027  0.090
C  -23.140  0.799  2.123  -0.172
C  -21.909  -0.029  2.459  -0.136
C  -21.987  -1.181  1.397  -0.193
O  -22.844  -0.714  0.368  -0.187
C  -23.885  -0.027  1.103  -0.196
H  -22.860  1.757  1.688  0.103
H  -23.668  0.979  3.058  0.113
H  -21.948  -0.394  3.462  0.097
H  -21.009  0.607  2.288  0.119
H  -22.470  -2.079  1.762  0.116
H  -20.984  -1.393  0.944  0.127
H  -24.673  -0.689  1.534  0.126
H  -24.381  0.558  0.308  0.092
C  -23.925  2.324  -1.661  -0.155
C  -25.062  1.418  -2.079  -0.121
C  -25.279  1.876  -3.545  -0.244
O  -24.101  2.377  -3.999  -0.130
C  -23.109  2.448  -2.978  -0.146
H  -23.307  2.031  -0.815  0.100
H  -24.206  3.335  -1.375  0.092
H  -26.049  1.519  -1.465  0.146
H  -24.690  0.381  -2.058  0.111
H  -26.065  2.592  -3.636  0.112
H  -25.593  1.063  -4.160  0.073
H  -22.545  3.406  -3.067  0.118
H  -22.332  1.691  -3.084  0.108
C  -19.013  6.005  -1.780  -0.117
C  -20.148  4.917  -1.916  -0.163
C  -20.588  4.482  -0.554  -0.194
O  -19.581  5.015  0.294  -0.129
C  -19.114  6.232  -0.238  -0.220
H  -19.239  6.987  -2.236  0.111
H  -18.050  5.630  -2.074  0.095
H  -19.767  4.123  -2.596  0.105
H  -20.843  5.352  -2.584  0.071
H  -20.556  3.434  -0.448  0.103
H  -21.572  4.857  -0.220  0.123
H  -18.177  6.640  0.113  0.110
H  -19.784  7.087  -0.054  0.111



What is the formula in the second record?
C28H56Br12FN3NbO7P2